(1)
{"formula": "C26H56N4O8S2", "method": "ωB97M-V with the def2-TZVPD basis set", "elements": ["S", "C", "C", "C", "H", "H", "O", "C", "H", "H", "H", "O", "H", "O", "H", "N", "H", "O", "H", "C", "H", "H", "H", "H", "C", "H", "H", "O", "H", "H", "H", "H", "H", "H", "H", "C", "H", "H", "C", "N", "H", "H", "H", "C", "H", "H", "H", "H", "C", "H", "O", "C", "H", "H", "H", "C", "O", "C", "H", "H", "C", "C", "H", "C", "H", "H", "C", "H", "C", "C", "H", "H", "C", "H", "H", "C", "C", "H", "C", "N", "H", "C", "C", "H", "H", "C", "H", "H", "N", "S", "O", "H", "H", "H", "H", "H"], "xyz": [[-26.632168, -39.405628, 24.081203], [-29.205565, -31.096567, 23.028122], [-31.042964, -37.050920, 22.749413], [-28.050388, -30.804434, 21.111693], [-27.016177, -28.545045, 27.267031], [-22.128356, -29.810780, 30.552594], [-25.765183, -38.486973, 23.219056], [-30.398889, -34.173669, 22.878655], [-31.324110, -32.711186, 27.250312], [-31.098310, -38.041993, 23.199754], [-30.292383, -37.128527, 21.962829], [-23.394597, -33.591943, 25.309514], [-24.503537, -32.070633, 24.463510], [-22.170191, -36.314380, 24.390885], [-23.851924, -33.170656, 23.238330], [-22.297794, -31.769875, 29.849550], [-24.310981, -36.571491, 24.703125], [-26.114487, -33.166157, 25.941485], [-28.568246, -39.622323, 22.583012], [-23.139862, -32.369811, 28.929026], [-26.865121, -30.571244, 25.323650], [-22.787117, -36.079225, 29.060534], [-26.831520, -36.272999, 27.645933], [-26.985092, -31.217777, 22.987448], [-22.635293, -30.443785, 29.839352], [-27.772199, -35.272097, 22.031852], [-28.817826, -33.660096, 20.333575], [-26.473880, -29.063617, 26.668197], [-32.915823, -33.672750, 25.750446], [-29.863524, -30.232952, 19.950252], [-32.038718, -36.801525, 22.382851], [-21.630909, -32.252396, 30.434821], [-30.485582, -33.309421, 25.810240], [-26.487638, -37.786828, 29.699783], [-29.456993, -31.289273, 24.060615], [-29.894663, -35.793444, 27.541287], [-27.107470, -36.855929, 18.170596], [-31.251908, -33.552027, 23.150719], [-23.834038, -36.254216, 28.861219], [-25.797815, -37.248602, 29.195256], [-29.229505, -35.523122, 29.407507], [-24.165129, -37.844985, 30.425341], [-27.285869, -30.661374, 20.362404], [-24.471474, -37.205711, 29.610540], [-31.103193, -30.827270, 22.068535], [-30.068148, -36.664488, 26.909389], [-28.347517, -29.747588, 25.880100], [-25.258342, -33.027466, 25.529927], [-27.220600, -36.436393, 20.253034], [-24.068275, -29.211495, 28.837281], [-29.250191, -36.125975, 24.523933], [-28.325016, -34.564462, 20.008511], [-27.188740, -37.501620, 25.513609], [-22.601075, -33.301222, 25.764926], [-22.219879, -35.367830, 24.543148], [-29.393354, -30.509392, 20.882406], [-29.068563, -36.145106, 28.694175], [-28.368355, -39.098110, 23.517540], [-24.564761, -31.586580, 27.448703], [-25.912491, -38.460880, 26.204535], [-31.257204, -32.626497, 26.165673], [-23.847842, -31.426253, 28.240357], [-22.797807, -31.966309, 24.078563], [-28.127982, -35.110506, 18.687183], [-23.196948, -36.963255, 26.008303], [-29.362212, -35.041034, 26.959482], [-23.308235, -36.937084, 24.924314], [-30.886813, -35.389167, 27.742017], [-26.876861, -38.529085, 25.701095], [-27.331163, -30.034481, 26.149962], [-26.751544, -37.366647, 20.537676], [-27.583976, -39.102958, 26.300047], [-23.632859, -32.660056, 24.176097], [-23.069655, -33.444771, 28.852131], [-23.405667, -37.996882, 24.688873], [-24.737569, -35.653263, 28.029953], [-26.821585, -34.140293, 25.184009], [-28.477927, -34.776704, 17.721516], [-23.643356, -30.196136, 28.965058], [-30.094798, -30.773159, 22.050833], [-27.769735, -34.278109, 25.703738], [-27.762208, -35.397775, 20.959238], [-27.936918, -31.047702, 22.506317], [-27.427468, -30.705732, 27.003335], [-26.977329, -33.779339, 24.167367], [-25.889168, -36.371812, 28.164210], [-29.446733, -33.714038, 23.143671], [-29.090921, -39.432972, 24.261771], [-27.408010, -36.245308, 18.916876], [-30.628486, -35.708138, 23.955834], [-32.537833, -32.803531, 25.598185], [-26.348159, -35.117890, 25.093065], [-28.488568, -38.046159, 23.258602], [-30.439834, -34.500185, 21.839518], [-30.986944, -31.570584, 26.155310], [-24.632059, -34.814738, 27.357534]], "forces_ev_per_angstrom": [[-0.4, 2.0, -0.4], [0.6, 0.2, 0.7], [0.0, 0.9, 0.0], [-1.4, 1.5, 0.0], [0.3, 0.2, 0.1], [-0.2, 0.3, -0.1], [-0.8, -1.1, 0.9], [-0.4, -1.6, 0.3], [0.1, -0.7, 0.4], [0.0, 0.3, 0.7], [0.0, 0.4, -0.2], [0.1, 0.4, -1.6], [0.0, 0.3, -0.4], [0.2, -0.1, -1.0], [0.2, -0.3, 0.3], [-1.4, 0.0, -0.9], [0.2, 0.7, -0.4], [-0.1, -0.1, 0.1], [0.3, -0.4, 0.1], [1.3, -1.1, -0.4], [0.0, 0.2, 0.1], [0.1, 0.4, -0.4], [0.1, 0.2, 0.1], [-0.3, -0.1, 0.3], [0.9, 0.4, 1.7], [0.0, -0.1, -0.1], [-0.2, 0.2, -0.7], [0.3, 1.7, -0.4], [0.3, -0.4, 0.2], [-0.2, -0.1, 0.2], [0.0, 0.0, -0.3], [-0.3, 0.3, -0.1], [0.1, 0.2, -0.3], [-0.2, 0.3, -0.7], [-0.4, 0.0, -0.2], [0.5, 0.2, 0.2], [0.0, 0.0, 0.5], [0.1, 0.1, -0.1], [2.1, -0.9, 2.4], [2.0, -0.4, 0.3], [-0.1, 0.1, -0.1], [0.3, 0.1, -0.1], [0.1, -0.1, 0.2], [-1.1, -0.5, 0.3], [0.2, 0.0, 0.4], [0.4, -0.1, 0.2], [0.1, 0.6, -0.3], [-0.1, -0.4, 0.4], [0.8, -1.4, -0.2], [-0.1, -0.2, -0.3], [-1.3, 0.8, -0.8], [-0.6, 0.7, -2.3], [-0.4, -0.2, -0.2], [0.0, 0.2, 0.2], [-0.4, 0.0, 0.1], [0.7, -1.2, 0.2], [-1.0, -0.2, -0.6], [0.4, -0.2, -0.4], [0.0, -0.2, 0.2], [0.1, -0.3, 0.0], [-0.7, 0.1, 1.4], [-0.9, 0.4, 1.1], [0.0, -0.2, -0.2], [-0.3, 1.3, 3.1], [-0.3, 0.2, 0.3], [0.0, -0.1, -0.1], [-0.5, -0.9, 1.6], [0.0, 0.0, 0.7], [0.6, -0.2, -0.7], [-0.3, -1.7, 0.9], [0.2, 0.2, 0.4], [0.0, 0.1, 0.0], [0.2, -0.1, 1.3], [-0.2, 0.0, -0.4], [0.7, 0.0, -0.7], [-1.1, 0.3, -1.7], [-0.3, 0.3, 0.2], [0.2, -0.1, 0.1], [0.8, -0.1, -0.8], [0.3, 0.5, -1.1], [0.0, -0.1, -0.4], [0.4, -0.8, -0.1], [0.3, -0.6, -0.7], [-0.4, -0.9, -0.4], [-0.3, 0.0, -0.2], [-2.3, 0.8, -0.2], [-0.1, -0.2, 0.0], [0.1, 0.1, 0.1], [-0.5, 0.1, -0.6], [1.6, -1.0, 0.3], [0.2, 0.8, -0.6], [0.4, -0.1, 0.3], [0.2, 0.1, 0.6], [0.1, 0.3, 0.1], [0.1, 0.0, -1.1], [0.2, -0.2, -0.1]], "lowdin_charge": [0.820, -0.176, -0.284, -0.110, 0.075, 0.101, -0.593, -0.243, 0.065, 0.019, 0.033, -0.150, 0.061, -0.110, 0.095, 0.011, 0.062, -0.153, 0.039, -0.137, 0.059, 0.091, 0.094, 0.080, -0.181, 0.087, 0.069, -0.119, 0.053, 0.097, 0.000, 0.144, 0.050, 0.146, 0.096, -0.162, 0.144, 0.020, -0.159, 0.038, 0.066, 0.097, 0.088, -0.139, 0.135, 0.060, 0.071, -0.013, -0.142, 0.089, -0.624, -0.120, 0.031, 0.081, 0.039, -0.138, -0.150, -0.281, 0.082, 0.033, -0.212, -0.078, 0.088, -0.118, 0.061, 0.036, -0.184, 0.064, -0.255, -0.184, 0.105, 0.051, -0.067, 0.089, 0.069, -0.119, -0.131, 0.090, -0.100, 0.021, 0.054, -0.121, -0.117, 0.079, 0.068, -0.156, 0.022, 0.043, -0.017, 0.496, -0.174, 0.069, 0.013, 0.029, 0.069, 0.083], "homo_energy_ev": [0.413, -5.923], "total_charge": -1, "multiplicity": 2, "e_lumo_ev": [1.74, 2.17], "orbital_gap_ev": [1.32, 8.09], "total_energy_ha": -2641.29771}

(2)
{"formula": "C26H56N5O13PSSi2", "method": "ωB97M-V with the def2-TZVPD basis set", "elements": ["H", "H", "C", "H", "C", "O", "H", "H", "O", "H", "H", "H", "C", "N", "N", "N", "H", "H", "O", "Si", "H", "O", "H", "O", "O", "H", "H", "H", "C", "C", "O", "C", "H", "O", "C", "O", "H", "H", "H", "H", "C", "H", "P", "C", "C", "H", "C", "H", "C", "H", "H", "H", "C", "H", "H", "C", "H", "C", "H", "C", "H", "H", "C", "O", "N", "C", "H", "C", "H", "H", "C", "H", "H", "H", "H", "H", "H", "H", "H", "C", "H", "O", "C", "H", "C", "H", "Si", "H", "H", "H", "S", "H", "H", "N", "H", "C", "C", "H", "H", "O", "O", "C", "H", "H"], "xyz": [[8.960161, -1.213345, -4.044501], [-4.678613, 1.184289, -1.351839], [7.961086, -1.041027, -3.635738], [1.461792, -1.799601, 0.462807], [3.897661, -2.153010, -2.358179], [4.227198, 1.749423, 1.471694], [-7.337603, -0.709415, -3.020316], [-8.858642, 0.256947, -4.664584], [-2.104656, -0.656026, 3.821651], [-6.874526, 1.501646, -1.945830], [2.925463, -2.724014, 0.711066], [2.027344, -0.603630, -3.236277], [-9.416697, 2.331697, -2.333154], [5.567764, -1.844002, -4.142801], [-6.272671, 1.092776, -2.647324], [-2.146948, 2.171647, 3.309958], [5.769846, 0.771027, 2.571857], [-8.187322, 1.868277, -4.408178], [-1.935610, 1.467921, 0.231788], [-2.493209, 0.517053, 2.710630], [1.413319, 2.894763, -0.081432], [-9.272200, 1.015706, -2.835615], [-0.377199, -2.046518, 1.600261], [-6.181849, -0.428402, 0.143592], [3.713982, -0.779366, -2.030371], [4.739197, -1.306888, 2.413544], [-10.300231, 2.346605, -1.695794], [3.155387, -2.499153, -3.083882], [2.286967, -1.961719, 1.180164], [-8.368632, 0.901533, -3.929576], [4.843191, 3.630786, 2.551322], [-0.599779, 0.307956, -1.589931], [6.645391, 0.253668, -1.886701], [2.963559, -2.236128, 6.276794], [4.068572, 3.032990, 1.843120], [0.949798, 1.743451, 2.938538], [5.991520, -2.029333, -2.068643], [-2.316708, -0.546887, 0.474945], [-0.479800, 0.388597, -2.670986], [-0.666742, 0.022275, 0.982184], [2.934610, -0.055547, -2.964359], [7.008589, -1.330162, -5.518545], [0.965057, 0.656717, 4.208753], [-7.068679, 0.232556, -3.514438], [2.842279, 3.739945, 1.321986], [2.314467, 0.198281, 1.232178], [4.681138, 0.899472, 2.540733], [-0.297923, -3.140520, 5.376977], [-5.491299, -0.764516, -1.048957], [5.816112, 0.898201, -3.340880], [3.505854, 0.182393, -3.866443], [0.399288, 0.405684, -1.134367], [-2.647917, 2.309142, 4.402616], [-4.440093, 0.102164, -2.713913], [-4.532795, -1.182668, -0.720136], [1.633611, -2.514019, 2.478972], [2.089615, -2.155968, 3.409403], [-5.169633, 0.421101, -1.961931], [4.403704, 1.391815, 3.483009], [-0.300863, -2.062743, 5.577283], [3.738347, -2.712558, -1.431756], [-6.491064, -0.008324, -4.412202], [3.991301, -0.506547, 2.512538], [7.797134, 0.365661, -3.629024], [1.883729, -2.661029, 6.124554], [6.761185, 0.850939, -2.794315], [2.345411, 4.492854, 1.943278], [0.085197, -2.265731, 2.571129], [7.014391, 1.871318, -2.504777], [-0.359063, -3.218437, 2.910067], [5.314160, -2.429786, -2.832877], [-7.801897, 0.803651, -0.242548], [-0.954967, -0.707602, -1.356307], [-4.426170, 0.097743, 1.592591], [3.490649, -0.607490, 3.480287], [7.985918, -1.431016, -2.611190], [-1.108852, -1.728062, 6.239893], [1.786192, -3.603968, 2.471853], [-0.148794, 1.321371, 6.009622], [6.978943, -1.797682, -4.531194], [5.208714, -0.899316, -4.156868], [0.742740, 1.431106, 5.649585], [2.307626, 3.514834, 0.042329], [-4.627813, 1.399602, 2.586817], [-1.595832, 1.350120, -1.087071], [2.832982, 3.951019, -0.814828], [-0.449229, -1.046759, 3.942887], [0.668316, 1.347092, 2.105695], [7.334492, -2.825372, -4.657493], [5.465033, -3.512423, -2.885973], [-3.612507, 2.642292, 5.615736], [3.676708, -0.531040, 0.403923], [2.645699, 0.885864, -2.495825], [-4.231453, 0.467024, 2.521583], [-8.047562, -0.451053, 0.958903], [-1.745984, 0.240075, 0.992123], [-7.579277, -0.237784, -0.002499], [-8.557302, 2.626180, -1.722421], [-9.557335, 3.055792, -3.140044], [0.932383, -1.670728, 6.242705], [-2.067361, 2.128908, -1.866293], [3.047384, -0.615481, 1.303495], [-6.005317, -1.577008, -1.574874], [-8.011536, -0.902148, -0.753416]], "forces_ev_per_angstrom": [[0.0, 0.0, 0.0], [0.1, -0.1, 0.0], [0.2, -0.1, -0.1], [0.3, -0.1, 0.0], [0.3, -0.2, 0.3], [-0.6, 0.0, 0.2], [0.0, -0.1, -0.1], [0.0, 0.0, 0.0], [1.2, 0.4, -1.0], [0.0, 0.0, -0.1], [0.0, 0.2, 0.4], [0.0, 0.0, -0.1], [-0.1, -0.2, 0.1], [0.1, 0.0, 0.1], [0.0, -0.2, 0.1], [0.5, -1.5, 0.6], [-0.2, 0.4, -0.4], [0.0, 0.1, 0.1], [0.3, -1.0, -0.2], [-2.0, 0.0, 0.3], [-1.1, 2.0, -0.1], [0.1, 0.3, -0.1], [0.2, -0.1, 0.1], [0.1, -0.1, -0.2], [-0.3, 0.0, -0.3], [-0.1, 0.2, 0.1], [0.0, -0.1, 0.0], [0.0, 0.1, -0.1], [-0.3, 0.4, 0.3], [0.0, -0.4, -0.1], [0.1, -0.7, 0.7], [0.0, -0.6, 0.7], [-0.1, -0.1, 0.0], [-0.1, -0.1, 0.3], [1.1, 3.1, -0.9], [-0.7, 0.1, 0.7], [0.0, -0.1, 0.1], [0.3, -0.2, 0.4], [-0.3, 0.2, 0.2], [-0.3, -0.4, 0.0], [0.1, 0.1, 0.2], [0.1, 0.0, 0.0], [2.7, -0.5, 0.1], [-0.1, 0.2, 0.2], [-0.3, -1.0, -1.6], [0.3, 0.0, 0.3], [0.1, -0.8, 1.1], [-0.1, 0.2, 0.3], [0.2, 0.0, 0.0], [-0.1, -0.1, 0.2], [-0.1, 0.0, -0.1], [-0.3, 0.1, 0.1], [-1.3, 1.1, -0.2], [0.0, -0.1, 0.0], [0.0, 0.0, 0.0], [-0.5, -0.4, -0.4], [0.3, 0.0, -0.4], [-0.1, 0.3, 0.1], [0.2, -0.1, -0.3], [0.2, 1.1, -0.1], [0.0, 0.0, 0.0], [0.0, 0.0, 0.0], [0.0, 0.8, -0.6], [-0.1, -0.1, 0.1], [0.3, -0.3, -0.3], [0.1, 0.2, -0.2], [-0.6, -1.6, 1.0], [0.2, 0.1, 0.4], [0.1, 0.0, 0.0], [-0.2, 0.4, -0.1], [-0.1, 0.2, -0.1], [-0.1, 0.0, -0.2], [0.2, 0.2, -0.1], [-0.7, 0.1, 0.2], [-0.1, -0.2, -0.3], [-0.2, 0.0, 0.0], [0.0, -0.5, -0.1], [-0.1, 0.3, 0.1], [0.0, 0.4, 0.0], [-0.2, 0.1, -0.1], [0.0, 0.0, 0.0], [-1.0, -0.2, -0.9], [0.6, 0.1, 0.9], [-0.2, -0.2, -0.1], [0.1, 0.7, -1.0], [0.7, -2.0, -0.3], [-1.3, -0.9, 0.2], [-0.1, 0.1, 0.1], [0.0, 0.0, 0.1], [0.0, 0.0, 0.0], [0.9, -0.3, 0.0], [-0.4, 0.2, 0.2], [0.1, 0.0, 0.0], [1.5, 0.2, -0.3], [0.1, -0.1, 0.0], [0.5, 0.8, 0.0], [0.0, 0.1, 0.3], [0.0, 0.2, -0.1], [0.1, 0.0, 0.0], [-0.3, 0.1, -0.1], [-0.1, 0.1, 0.2], [0.0, -0.8, -0.3], [-0.1, 0.1, 0.0], [0.0, 0.1, -0.1]], "lowdin_charge": [0.121, 0.114, -0.227, 0.095, -0.205, -0.022, 0.100, 0.121, -0.274, 0.065, 0.097, 0.083, -0.112, -0.051, -0.042, 0.052, 0.126, 0.122, -0.058, 0.315, 0.048, -0.192, 0.054, -0.201, -0.207, 0.120, 0.090, 0.125, -0.183, -0.212, 0.103, 0.008, 0.088, 0.061, -0.503, -0.328, 0.102, 0.099, 0.091, 0.060, -0.105, 0.120, 0.794, -0.213, -0.037, 0.085, -0.139, 0.088, -0.218, 0.069, 0.077, 0.076, -0.882, 0.120, 0.108, -0.227, 0.058, -0.194, 0.121, -0.210, 0.105, 0.124, -0.159, -0.176, -0.066, -0.095, 0.121, -0.232, 0.091, 0.080, -0.211, 0.072, 0.085, 0.008, 0.055, 0.111, 0.091, 0.108, 0.046, -0.195, 0.063, -0.290, 0.037, 0.043, -0.527, 0.065, 0.447, 0.009, 0.117, 0.125, 0.724, 0.101, 0.085, 0.012, 0.093, -0.206, -0.082, 0.073, 0.089, -0.194, 0.117, -0.198, 0.113, 0.090], "homo_energy_ev": -7.915, "e_lumo_ev": -0.92, "orbital_gap_ev": 7.00, "total_energy_ha": -3594.52254}